107
Properties=species:S:1:pos:R:3 method="wB97M-V/def2-TZVPD" smiles=C1CCOC1.C1CCOC1.C1CCOC1.C1CCOC1.C1CCOC1.C1CCOC1.C1CCOC1.BrCCBr.BrCCBr
C 17.61 11.27 12.25
C 17.15 10.19 11.29
C 16.04 10.76 10.46
O 16.25 12.17 10.63
C 17.39 12.48 11.37
H 18.65 11.15 12.55
H 16.92 11.26 13.09
H 16.92 9.31 11.87
H 17.98 9.94 10.63
H 15.05 10.45 10.80
H 16.24 10.39 9.45
H 17.29 13.36 12.02
H 18.21 12.71 10.69
C 16.90 17.68 14.31
C 17.21 17.03 12.94
C 17.77 18.13 12.09
O 18.55 18.83 13.09
C 17.82 18.90 14.30
H 17.19 16.94 15.05
H 15.83 17.83 14.45
H 16.36 16.64 12.38
H 17.89 16.20 13.10
H 17.03 18.83 11.70
H 18.36 17.81 11.24
H 17.26 19.84 14.33
H 18.47 18.92 15.18
C 15.63 15.98 9.71
C 16.19 16.69 8.46
C 14.93 16.85 7.61
O 14.02 15.76 7.98
C 14.61 15.01 8.97
H 15.11 16.73 10.30
H 16.33 15.35 10.25
H 16.98 16.11 7.99
H 16.61 17.63 8.82
H 15.11 16.75 6.54
H 14.41 17.78 7.84
H 15.08 14.18 8.44
H 13.92 14.57 9.70
C 18.98 13.92 14.89
C 17.93 14.26 15.93
C 17.84 12.97 16.68
O 19.14 12.43 16.68
C 20.03 13.04 15.70
H 19.34 14.87 14.50
H 18.54 13.24 14.15
H 17.04 14.50 15.36
H 18.10 15.12 16.58
H 17.19 12.29 16.13
H 17.48 13.06 17.70
H 20.56 12.23 15.20
H 20.78 13.75 16.05
C 14.14 15.89 18.60
C 13.10 15.99 17.51
C 13.71 16.78 16.34
O 14.97 17.20 16.85
C 14.97 17.09 18.29
H 14.81 15.04 18.47
H 13.77 15.86 19.63
H 12.20 16.40 17.96
H 12.80 14.98 17.24
H 13.08 17.65 16.15
H 13.78 16.27 15.38
H 14.54 17.98 18.76
H 15.98 17.04 18.70
C 8.86 13.09 10.19
C 9.99 13.90 9.55
C 11.11 13.98 10.60
O 10.62 13.36 11.74
C 9.64 12.44 11.31
H 8.48 12.30 9.55
H 8.06 13.66 10.67
H 9.67 14.86 9.16
H 10.44 13.34 8.73
H 11.44 14.98 10.85
H 11.99 13.43 10.29
H 9.08 12.24 12.22
H 10.03 11.49 10.94
C 12.42 9.67 12.94
C 11.94 8.45 12.10
C 12.89 7.28 12.45
O 14.12 7.96 12.84
C 13.83 9.24 13.36
H 11.84 9.70 13.86
H 12.36 10.65 12.46
H 12.05 8.70 11.05
H 10.90 8.12 12.16
H 13.09 6.61 11.61
H 12.74 6.70 13.36
H 14.58 9.92 12.95
H 14.04 9.33 14.43
Br 14.50 12.58 14.62
C 13.41 13.85 13.58
C 14.35 14.92 13.04
Br 13.28 16.49 12.50
H 12.68 14.30 14.25
H 12.89 13.34 12.78
H 14.92 14.58 12.17
H 14.96 15.27 13.87
Br 6.93 14.01 13.31
C 8.11 15.50 13.36
C 9.23 15.40 14.42
Br 10.37 17.13 14.37
H 7.50 16.39 13.54
H 8.52 15.59 12.35
H 9.84 14.51 14.25
H 8.77 15.32 15.40

---

106
Properties=species:S:1:pos:R:3 method="wB97M-V/def2-TZVPD" charge=+1
C 2.93 -3.41 -0.40
C 3.69 -2.85 0.81
C 3.58 -1.33 0.90
C 4.63 -0.62 0.05
C 5.98 -0.49 0.75
N 4.13 0.72 -0.30
C 3.54 1.11 -1.41
N 3.15 2.38 -1.24
C 2.34 3.16 -2.18
C 0.92 3.44 -1.65
C 0.30 2.29 -0.86
N -0.73 2.77 0.03
C -1.06 1.88 1.12
C -2.12 0.82 0.90
C -2.22 -0.15 1.90
C -3.16 -1.14 1.86
C -4.05 -1.21 0.80
C -3.96 -0.28 -0.21
C -3.00 0.72 -0.17
O -3.03 1.65 -1.20
C 3.54 2.73 0.02
C 3.31 4.04 0.69
C 2.54 3.87 2.01
C 3.43 3.55 3.21
Br 3.46 4.99 4.51
N 4.14 1.73 0.61
H 3.37 -4.34 -0.76
H 2.93 -2.68 -1.22
H 1.89 -3.59 -0.13
H 4.74 -3.16 0.77
H 3.26 -3.27 1.72
H 3.64 -0.97 1.93
H 2.58 -1.04 0.54
H 4.74 -1.17 -0.89
H 5.84 -0.15 1.77
H 6.43 -1.48 0.79
H 6.65 0.19 0.23
H 3.37 0.50 -2.27
H 2.31 2.61 -3.11
H 2.87 4.10 -2.37
H 0.91 4.36 -1.08
H 0.30 3.64 -2.53
H -0.14 1.57 -1.56
H 1.06 1.72 -0.29
H -0.50 3.68 0.39
H -0.16 1.34 1.46
H -1.39 2.48 1.97
H -1.55 -0.11 2.75
H -3.22 -1.87 2.66
H -4.83 -1.96 0.76
H -4.65 -0.28 -1.04
H -2.37 1.42 -1.86
H 4.29 4.50 0.88
H 2.75 4.70 0.03
H 1.81 3.06 1.89
H 1.97 4.79 2.20
H 3.11 2.66 3.74
H 4.47 3.40 2.91
C -8.66 -2.50 -1.40
C -8.30 -1.86 -0.07
C -9.52 -1.31 0.65
O -7.31 -0.84 -0.26
H -9.12 -1.76 -2.07
H -7.77 -2.89 -1.90
H -9.37 -3.31 -1.27
H -7.81 -2.60 0.56
H -9.99 -0.54 0.04
H -9.23 -0.87 1.60
H -10.25 -2.10 0.83
H -7.71 -0.15 -0.81
C 0.90 -5.48 5.49
C 1.64 -4.38 4.74
C 0.89 -3.05 4.79
O 1.89 -4.76 3.39
H -0.08 -5.65 5.03
H 1.46 -6.41 5.44
H 0.75 -5.21 6.53
H 2.63 -4.24 5.18
H -0.09 -3.16 4.32
H 1.44 -2.28 4.26
H 0.73 -2.73 5.82
H 1.04 -4.90 2.96
C -1.42 6.93 -0.85
C -0.55 7.00 -2.10
C -0.80 8.27 -2.90
O -0.75 5.84 -2.91
H -2.48 6.93 -1.13
H -1.23 6.02 -0.29
H -1.25 7.79 -0.20
H 0.50 6.96 -1.81
H -1.84 8.30 -3.24
H -0.16 8.29 -3.78
H -0.61 9.16 -2.30
H -1.67 5.83 -3.19
C 0.61 -6.90 -4.02
C 1.17 -5.53 -3.69
C 1.52 -4.75 -4.95
O 2.31 -5.63 -2.83
H 1.35 -7.49 -4.56
H 0.37 -7.44 -3.10
H -0.28 -6.83 -4.63
H 0.44 -4.97 -3.11
H 2.28 -5.28 -5.53
H 1.91 -3.76 -4.70
H 0.64 -4.62 -5.59
H 2.99 -6.13 -3.30

---

108
Properties=species:S:1:pos:R:3 method="wB97M-V/def2-TZVPD" charge=+1
C -2.32 0.83 1.77
C -1.92 0.38 0.36
C -0.53 0.81 -0.11
N -0.02 1.99 0.64
C 1.12 2.65 -0.08
C 1.92 1.59 -0.84
N 1.87 0.39 -0.05
C 3.04 -0.49 -0.19
C 3.65 -0.91 1.16
C 4.26 -2.32 1.11
C 4.46 -2.90 2.51
C 3.38 -3.92 2.87
C 3.38 -4.20 4.39
C 2.28 -3.35 5.03
S 2.56 -3.14 6.81
C 1.61 -1.70 7.01
N 1.91 -0.55 6.48
N 0.87 0.31 6.81
C 0.05 -0.39 7.53
O 0.44 -1.67 7.69
C 0.57 -0.30 -0.15
C 0.34 -1.05 -1.48
C 0.55 -2.58 -1.51
C -0.72 -3.38 -1.29
C -0.43 -4.89 -1.23
N -1.48 -5.67 -1.90
C 0.46 -1.19 1.07
O 0.57 -0.33 2.20
O 0.28 -1.15 3.33
H -1.66 0.45 2.55
H -2.39 1.91 1.83
H -3.30 0.42 1.97
H -2.08 -0.68 0.22
H -2.62 0.86 -0.31
H -0.64 1.16 -1.13
H -0.77 2.68 0.70
H 0.25 1.73 1.59
H 0.73 3.43 -0.73
H 1.74 3.13 0.67
H 1.48 1.48 -1.84
H 2.92 1.98 -0.94
H 2.83 -1.38 -0.77
H 3.80 0.05 -0.74
H 4.43 -0.22 1.44
H 2.88 -0.90 1.93
H 3.60 -2.99 0.55
H 5.18 -2.29 0.54
H 4.54 -2.12 3.26
H 5.41 -3.44 2.54
H 2.39 -3.54 2.60
H 3.56 -4.85 2.33
H 3.21 -5.24 4.62
H 4.34 -3.87 4.79
H 2.33 -2.34 4.62
H 1.30 -3.76 4.83
H -0.87 -0.06 7.98
H -0.71 -0.90 -1.75
H 0.94 -0.59 -2.26
H 1.31 -2.92 -0.81
H 0.93 -2.84 -2.49
H -1.20 -3.11 -0.35
H -1.44 -3.24 -2.09
H 0.54 -5.06 -1.72
H -0.30 -5.23 -0.20
H -1.20 -5.86 -2.85
H -1.55 -6.59 -1.47
H 1.26 -1.94 1.11
H -0.48 -1.73 1.12
H 0.89 -0.78 3.99
C -3.90 -0.39 -4.64
C -5.25 -0.27 -3.94
C -4.87 -0.52 -2.49
O -3.53 -0.03 -2.33
C -2.97 0.24 -3.62
H -3.86 0.10 -5.61
H -3.65 -1.44 -4.79
H -5.65 0.74 -4.06
H -6.00 -0.97 -4.31
H -4.88 -1.59 -2.26
H -5.52 -0.01 -1.78
H -2.91 1.33 -3.76
H -1.96 -0.17 -3.66
C -2.52 6.71 1.83
C -3.69 6.29 2.71
C -4.31 5.17 1.90
O -3.23 4.55 1.19
C -2.06 5.37 1.28
H -1.73 7.24 2.36
H -2.87 7.35 1.02
H -3.33 5.91 3.67
H -4.39 7.10 2.91
H -5.03 5.55 1.17
H -4.81 4.42 2.51
H -1.35 4.89 1.96
H -1.61 5.45 0.29
C 1.00 2.26 -6.26
C 2.49 1.94 -6.32
C 2.82 1.72 -4.85
O 1.63 1.19 -4.24
C 0.53 1.32 -5.15
H 0.48 2.09 -7.20
H 0.85 3.30 -5.97
H 2.66 1.02 -6.88
H 3.09 2.73 -6.77
H 3.07 2.67 -4.35
H 3.64 1.02 -4.69
H 0.28 0.33 -5.55
H -0.34 1.71 -4.60

---

120
Properties=species:S:1:pos:R:3 method="wB97M-V/def2-TZVPD" relative_energy_kcal_mol=62.46 smiles="O=S1(=O)CCCC1.O=S1(=O)CCCC1.O=S1(=O)CCCC1.O=S1(=O)CCCC1.O=S1(=O)CCCC1.CCOC(=O)OC.CCOC(=O)OC.CCOC(=O)OC"
O 1.64 2.59 -3.71
S 1.02 1.92 -4.80
O 1.41 0.57 -5.08
C -0.72 1.86 -4.44
C -1.44 2.25 -5.75
C -0.63 3.36 -6.46
C 0.87 2.90 -6.36
H -1.02 2.67 -3.77
H -0.97 0.97 -3.87
H -1.57 1.35 -6.35
H -2.42 2.66 -5.49
H -0.81 4.33 -5.99
H -1.03 3.41 -7.47
H 1.69 3.61 -6.47
H 0.93 2.08 -7.08
O 2.03 3.71 4.44
S 3.33 3.39 3.85
O 4.26 4.50 3.50
C 4.25 2.12 4.80
C 3.95 0.75 4.09
C 2.95 0.88 2.93
C 3.06 2.30 2.34
H 4.06 2.21 5.87
H 5.29 2.35 4.59
H 4.91 0.39 3.71
H 3.66 0.03 4.84
H 1.95 0.66 3.29
H 3.18 0.10 2.21
H 2.20 2.66 1.77
H 3.96 2.42 1.75
O -2.36 3.13 -1.66
S -1.71 3.54 -0.45
O -1.68 2.65 0.78
C 0.02 4.11 -0.74
C 0.17 5.39 0.01
C -1.15 6.18 -0.17
C -2.30 5.25 0.16
H 0.22 4.44 -1.76
H 0.66 3.24 -0.56
H 0.11 5.29 1.10
H 1.09 5.95 -0.09
H -1.25 6.40 -1.23
H -1.16 7.12 0.39
H -3.26 5.45 -0.31
H -2.47 4.99 1.21
O -2.07 -0.13 -0.95
S -0.60 -0.06 -0.91
O 0.12 0.93 -1.70
C -0.06 -0.13 0.84
C 0.51 -1.55 1.19
C 0.10 -2.52 0.00
C 0.02 -1.71 -1.31
H -0.82 0.42 1.39
H 0.83 0.49 0.76
H 1.60 -1.52 1.29
H 0.12 -1.97 2.12
H -0.91 -2.87 0.19
H 0.78 -3.37 0.00
H -0.67 -2.06 -2.08
H 0.99 -1.75 -1.79
O -7.52 0.27 -2.10
S -6.70 1.33 -2.70
O -7.12 2.77 -2.67
C -4.97 1.13 -2.18
C -4.26 0.21 -3.19
C -4.83 0.75 -4.57
C -6.36 0.79 -4.48
H -4.72 0.91 -1.14
H -4.58 2.15 -2.27
H -3.18 0.24 -3.33
H -4.57 -0.83 -3.08
H -4.60 0.13 -5.44
H -4.59 1.81 -4.71
H -6.79 -0.20 -4.65
H -6.97 1.47 -5.07
C 8.91 -0.09 -1.75
C 7.86 0.47 -0.73
O 6.54 0.31 -1.28
C 5.51 0.73 -0.56
O 5.60 1.10 0.60
O 4.49 0.52 -1.35
C 3.09 0.61 -1.02
H 8.71 0.40 -2.70
H 8.81 -1.16 -1.92
H 9.87 0.24 -1.36
H 8.08 1.51 -0.50
H 8.01 -0.02 0.24
H 2.74 1.62 -1.26
H 2.82 0.34 -0.01
H 2.56 -0.07 -1.68
C -1.99 -3.68 3.73
C -2.52 -2.61 4.74
O -2.41 -1.33 4.20
C -3.50 -0.96 3.40
O -4.48 -1.65 3.08
O -3.23 0.25 2.88
C -4.08 0.80 1.90
H -2.17 -4.68 4.11
H -0.92 -3.56 3.54
H -2.54 -3.65 2.79
H -1.85 -2.69 5.59
H -3.48 -2.91 5.15
H -4.07 0.13 1.04
H -3.80 1.84 1.72
H -5.09 0.87 2.30
C 2.08 -8.95 4.65
C 0.57 -8.55 4.57
O 0.40 -7.59 3.55
C -0.80 -7.24 3.16
O -1.86 -7.80 3.49
O -0.60 -6.40 2.14
C -1.78 -6.18 1.28
H 2.25 -9.63 5.48
H 2.77 -8.12 4.82
H 2.41 -9.54 3.80
H 0.18 -8.19 5.53
H 0.09 -9.50 4.32
H -1.97 -6.95 0.53
H -1.68 -5.21 0.78
H -2.64 -6.09 1.94

---

no.,HOMO-LUMO gap (eV),total energy (a.u.)
1,9.569,-12080.23115
2,8.246,-4426.69942
3,9.277,-2380.71251
4,10.127,-4678.05841